1.
56
Properties=species:S:1:pos:R:3:forces:R:3:nbo_charge:R:1 method="wB97M-V/def2-TZVPD" lumo_energy_ev=0.6 homo_lumo_gap_ha=0.368 e_above_lowest_kcal_mol=3.08 charge=0 smiles="CCCC[C@@H](CC)CNC(=O)CN1C(=O)N[C@]2(CCc3ccccc32)C1=O"
C 2.862632 2.250725 -2.766235 -0.2 -0.2 0.0 -0.608
C 2.173529 0.904117 -2.579690 0.3 0.0 0.0 -0.396
C 2.850617 0.026108 -1.527312 -0.3 0.3 -0.1 -0.392
C 2.821784 0.641168 -0.125524 0.2 -0.4 -0.1 -0.426
C 3.079547 -0.394201 0.982694 -0.2 0.2 0.4 -0.165
C 3.954089 0.171742 2.108388 0.0 -0.2 -0.2 -0.400
C 5.417819 0.303730 1.704475 -0.2 0.0 0.1 -0.603
C 1.753581 -0.890451 1.581781 0.4 -0.1 0.1 -0.228
N 0.840615 -1.382394 0.577788 0.1 0.5 0.1 -0.638
C 0.519004 -2.678236 0.450306 -0.4 0.0 -0.5 0.666
O 0.921534 -3.565496 1.169405 0.1 -0.4 0.2 -0.614
C -0.431442 -2.952103 -0.734162 0.3 -0.3 0.1 -0.319
N -1.681229 -2.231751 -0.633102 0.1 -0.2 0.0 -0.466
C -2.893624 -2.887740 -0.326419 -0.1 -0.1 -0.1 0.798
O -3.013453 -4.061536 -0.115108 0.1 -0.4 0.1 -0.592
N -3.853950 -1.935169 -0.364323 -0.2 0.2 0.0 -0.616
C -3.337058 -0.612316 -0.591783 -0.1 0.3 0.0 0.003
C -4.025940 0.173018 -1.727044 0.2 0.1 0.0 -0.385
C -3.946976 1.650870 -1.313847 0.0 0.1 -0.2 -0.433
C -3.784490 1.601262 0.175640 0.0 -0.3 0.1 0.082
C -3.914190 2.615939 1.103496 0.0 0.0 0.0 -0.232
C -3.689227 2.330409 2.443049 0.0 0.1 0.0 -0.194
C -3.333668 1.054349 2.848999 0.1 -0.1 0.1 -0.211
C -3.197074 0.031791 1.920900 0.0 0.0 0.0 -0.193
C -3.435361 0.322232 0.593125 -0.1 0.3 -0.1 -0.067
C -1.863729 -0.906752 -0.858623 -0.2 -0.1 -0.1 0.723
O -1.011978 -0.108684 -1.183050 0.0 0.2 -0.2 -0.619
H 2.397437 2.804366 -3.578850 0.0 0.1 -0.1 0.208
H 3.914636 2.110085 -3.006952 0.1 0.0 0.0 0.198
H 2.792802 2.852486 -1.863869 0.0 0.1 0.1 0.200
H 1.130857 1.061556 -2.295211 -0.1 -0.1 0.0 0.207
H 2.178170 0.370009 -3.533231 -0.1 0.0 0.0 0.197
H 3.888534 -0.155705 -1.817478 0.1 -0.1 0.0 0.197
H 2.345174 -0.941602 -1.510803 0.1 -0.1 0.0 0.199
H 3.575460 1.426721 -0.071618 0.0 0.1 0.0 0.207
H 1.852071 1.116718 0.041679 -0.1 0.1 0.0 0.194
H 3.597401 -1.256035 0.549658 0.0 0.0 0.0 0.193
H 3.890278 -0.492375 2.973058 0.0 0.0 0.1 0.201
H 3.564482 1.146446 2.411171 -0.1 0.0 0.1 0.194
H 5.827654 -0.670538 1.448354 0.1 -0.1 0.0 0.203
H 5.532646 0.958177 0.843982 0.1 0.1 -0.1 0.199
H 6.000786 0.715930 2.524768 0.1 0.0 0.0 0.210
H 1.270888 -0.069669 2.124593 0.1 0.0 0.0 0.188
H 1.939014 -1.714865 2.274108 0.0 0.1 0.0 0.233
H 0.491049 -0.713118 -0.096958 -0.1 -0.2 0.0 0.426
H -0.675585 -4.016975 -0.739982 0.1 0.2 0.0 0.267
H 0.069532 -2.671783 -1.666138 -0.1 0.0 0.0 0.224
H -4.798534 -2.115862 -0.070401 0.1 -0.1 0.0 0.423
H -3.552074 -0.014308 -2.688971 -0.1 -0.1 0.0 0.227
H -5.065814 -0.152780 -1.783324 0.0 0.0 0.0 0.215
H -4.826779 2.215326 -1.622071 0.0 0.0 0.0 0.218
H -3.066825 2.122701 -1.756110 0.0 0.0 -0.1 0.228
H -4.187510 3.613135 0.792744 0.0 0.1 0.0 0.215
H -3.790941 3.114134 3.178764 0.0 0.1 0.1 0.216
H -3.159028 0.852124 3.894746 0.0 0.0 0.1 0.218
H -2.917120 -0.964918 2.230518 0.0 -0.1 0.1 0.221

2.
70
Properties=species:S:1:pos:R:3:forces:R:3:nbo_charge:R:1 method="wB97M-V/def2-TZVPD" lumo_energy_ev=1.9 homo_lumo_gap_ha=0.312 e_above_lowest_kcal_mol=42.53 charge=-1
F -0.081571 -0.192957 -0.144014 -0.3 0.3 0.0 -0.977
C 3.004429 1.674043 1.785986 5.1 0.8 2.8 -0.645
C 3.021429 0.468043 0.872986 -1.6 0.6 1.9 0.060
C 2.818429 0.835043 -0.575014 -1.1 -6.8 0.0 -0.110
O 4.081429 0.756043 -1.168014 0.7 -0.3 0.9 -0.510
C 4.842429 -0.066957 -0.318014 -0.2 2.7 -1.2 0.975
O 5.949429 -0.330957 -0.627014 0.8 -1.2 0.2 -0.585
O 4.226429 -0.238957 0.838986 1.3 -0.9 0.3 -0.471
H 2.122429 2.170043 1.850986 -2.9 1.3 -0.7 0.204
H 3.834429 2.494043 1.695986 -1.3 -1.4 -0.7 0.208
H 3.130429 1.478043 2.907986 0.1 -0.7 -1.4 0.225
H 2.286429 -0.187957 1.390986 0.1 0.1 -1.3 0.244
H 2.253429 1.649043 -0.635014 -1.5 3.9 -1.0 0.185
H 2.171429 -0.055957 -0.969014 0.8 1.7 0.3 0.212
C -3.735571 -0.559957 -0.502014 -4.5 0.4 -0.8 -0.640
C -2.880571 -1.049957 -1.626014 0.2 -0.7 1.0 0.049
C -2.162571 -2.412957 -1.374014 -0.4 1.1 1.2 -0.081
O -2.548571 -3.156957 -2.472014 -0.2 -2.1 -0.7 -0.492
C -3.364571 -2.494957 -3.280014 -0.8 -1.4 -0.5 0.969
O -3.886571 -2.973957 -4.240014 0.1 0.0 -0.4 -0.606
O -3.590571 -1.294957 -2.826014 -0.6 1.8 0.0 -0.482
H -4.332571 0.391043 -0.682014 0.6 -0.9 -0.9 0.214
H -3.075571 -0.132957 0.138986 2.1 0.4 2.8 0.237
H -4.599571 -1.175957 -0.029014 2.1 0.2 -0.7 0.207
H -2.146571 -0.283957 -1.760014 0.6 0.4 -0.4 0.222
H -2.373571 -2.887957 -0.392014 -0.4 0.1 -0.7 0.182
H -1.119571 -2.361957 -1.443014 1.6 0.7 0.3 0.217
C -2.352571 3.362043 1.991986 1.6 -1.8 -6.0 -0.666
C -0.750571 3.075043 1.775986 -3.5 -1.9 0.5 0.068
C -0.115571 2.963043 0.408986 3.8 -0.1 4.2 -0.105
O 0.711429 4.098043 0.388986 0.1 -1.8 -6.9 -0.453
C 0.690429 4.751043 1.412986 1.5 4.1 4.2 0.971
O 1.378429 5.740043 1.556986 -0.9 -0.3 1.0 -0.629
O -0.134571 4.176043 2.305986 1.0 1.4 2.4 -0.499
H -2.848571 2.493043 1.319986 0.7 1.3 2.3 0.212
H -2.457571 4.125043 1.062986 -0.6 -0.3 3.3 0.229
H -2.610571 3.377043 3.079986 -0.1 0.7 -1.4 0.248
H -0.618571 2.111043 2.269986 0.8 0.3 0.7 0.191
H -0.613571 2.813043 -0.391014 -4.4 0.0 -5.5 0.199
H 0.650429 2.241043 0.213986 -0.2 -1.7 1.2 0.232
C -2.026571 -2.290957 4.199986 -0.1 -0.6 -2.6 -0.440
C -1.394571 -2.915957 5.347986 3.7 -1.7 2.3 -0.431
C 0.013429 -2.289957 5.590986 1.7 2.5 -0.9 -0.665
S 0.507429 -2.043957 3.888986 1.2 -3.1 0.0 2.193
O 0.822429 -3.391957 3.414986 -0.9 0.8 0.0 -0.965
O 1.550429 -1.102957 3.729986 1.1 1.9 -0.1 -0.957
C -1.050571 -1.482957 3.361986 2.2 2.2 3.7 -0.702
H -2.716571 -1.553957 4.270986 -2.9 1.8 1.7 0.230
H -2.539571 -3.136957 3.778986 -0.1 0.1 -1.5 0.238
H -1.375571 -4.051957 5.407986 0.5 1.3 -1.1 0.234
H -1.693571 -2.783957 6.303986 -2.8 1.1 2.8 0.230
H 0.874429 -2.845957 5.980986 -0.7 -0.4 0.2 0.257
H 0.148429 -1.170957 6.058986 -1.1 -2.7 -0.8 0.230
H -0.983571 -1.176957 2.418986 -0.6 -0.6 -5.1 0.309
H -0.871571 -0.289957 3.581986 -1.1 -2.5 1.1 0.239
C 0.402429 0.008043 -3.636014 0.4 0.2 -3.3 -0.441
C 1.616429 0.834043 -4.175014 0.7 0.0 2.4 -0.415
C 1.734429 0.626043 -5.636014 1.0 0.6 -1.0 -0.706
S 0.952429 -0.925957 -5.947014 5.1 -3.0 1.0 2.209
O 2.029429 -1.811957 -6.400014 -0.8 0.5 0.4 -0.978
O -0.164571 -0.828957 -6.750014 -4.0 0.9 -2.5 -0.946
C 0.534429 -1.357957 -4.269014 -1.6 -2.8 1.3 -0.690
H -0.631571 0.372043 -3.766014 0.5 0.4 -0.9 0.213
H 0.443429 0.007043 -2.650014 0.5 -0.5 4.9 0.263
H 2.599429 0.382043 -3.747014 -1.8 0.7 -0.1 0.228
H 1.518429 1.865043 -3.765014 0.4 -0.5 -0.8 0.230
H 2.741429 0.694043 -6.087014 0.0 -1.0 0.8 0.256
H 1.322429 1.331043 -6.289014 -1.8 1.3 -0.5 0.240
H 1.409429 -2.066957 -3.921014 -1.7 1.7 -0.4 0.266
H -0.545571 -1.978957 -4.118014 3.1 1.5 -1.0 0.265

3.
63
Properties=species:S:1:pos:R:3:forces:R:3:nbo_charge:R:1 method="wB97M-V/def2-TZVPD" lumo_energy_ev=-4.6 homo_lumo_gap_ha=0.287 charge=+1
C -2.937065 -3.319261 -0.093447 -0.1 -0.5 -1.0 -1.117
Si -1.110690 -2.660965 0.169282 -1.5 -3.0 2.3 1.735
C -0.962190 -2.112284 2.012137 0.9 0.0 1.0 -1.152
C 0.016954 -4.259249 -0.004065 1.2 0.9 -0.4 -1.117
N -0.625488 -1.414967 -1.034063 2.4 5.8 -5.8 -0.756
C 0.057051 -1.638791 -2.365614 1.2 2.8 -1.9 0.373
C 0.514733 -3.015199 -3.130733 0.1 1.0 0.8 -0.675
S -1.103491 -3.841978 -3.714366 -4.2 1.5 -7.4 1.731
O -2.225192 -2.762616 -3.978410 4.3 -3.1 2.6 -0.874
O -0.899829 -4.577354 -5.060129 0.6 1.6 5.2 -0.837
N 0.385283 -0.393976 -3.159465 -2.6 -4.0 5.6 -0.171
N -0.100767 0.625362 -2.352921 -1.8 -3.0 3.6 -0.193
C 0.045729 2.047160 -2.846518 -0.3 1.2 -0.8 -0.246
C 1.587018 2.585338 -2.983073 0.6 0.2 0.2 -0.440
C 2.714469 1.685873 -2.204855 0.1 1.3 1.4 -0.631
S 3.838986 0.718093 -3.409363 4.1 1.9 -6.0 2.079
O 3.200397 0.528194 -4.811226 1.1 0.2 5.6 -0.862
O 5.182708 1.532165 -3.563922 -5.4 -3.4 1.8 -0.837
O 4.288797 -0.815043 -2.794858 -2.2 1.7 0.0 -0.824
C -0.750625 0.092869 -1.058338 1.4 -0.9 -1.6 0.508
C -1.460912 1.017482 0.096845 -0.6 0.5 -1.8 -0.497
C -2.823659 1.669239 -0.619906 -0.6 -0.5 -0.1 -0.450
C -3.011343 3.270392 -0.320499 -0.9 0.0 -0.3 0.028
F -4.487069 3.569834 -0.245344 3.5 -0.8 -0.1 -0.375
H -3.262949 -3.933183 0.864204 0.6 1.5 -1.9 0.275
H -2.880199 -4.118621 -0.976651 -0.4 1.8 1.8 0.234
H -3.689017 -2.476534 -0.398646 1.2 -1.8 0.7 0.266
H -0.666181 -0.992076 2.177423 -0.9 -2.2 0.0 0.267
H -0.092218 -2.755759 2.516438 -1.8 1.4 -1.2 0.266
H -1.949466 -2.438594 2.570329 1.9 1.0 -1.1 0.281
H 1.083560 -3.833297 -0.322620 -2.0 -1.3 0.6 0.231
H -0.391639 -5.017886 -0.795876 1.0 1.3 1.7 0.244
H 0.161178 -4.701157 1.073778 -0.5 0.6 -2.3 0.286
H 1.192742 -3.732164 -2.500835 -1.6 1.3 -1.1 0.291
H 1.083962 -2.728026 -4.127541 -1.5 -0.5 2.0 0.338
H -1.635472 -4.733815 -2.767004 1.0 0.7 -0.3 0.084
H -0.543867 2.758657 -2.122525 1.1 -1.7 -1.4 0.237
H -0.432217 2.101796 -3.931817 0.8 -0.3 2.5 0.277
H 1.609459 3.662124 -2.467954 0.0 -2.4 -1.3 0.252
H 1.909296 2.696608 -4.120861 -0.8 -0.3 2.5 0.293
H 3.454137 2.463663 -1.682077 -1.3 -2.0 -1.3 0.301
H 2.307113 1.007893 -1.342699 0.7 1.0 -1.9 0.243
H 3.473636 -1.394116 -2.679449 1.2 1.1 -0.4 0.491
H -0.744803 1.912212 0.337743 -1.1 -2.0 -0.2 0.259
H -1.853851 0.431969 1.030912 1.4 1.0 -1.8 0.298
H -3.738260 1.014587 -0.226410 1.9 1.8 -0.8 0.260
H -2.791565 1.508780 -1.781517 0.0 0.3 2.3 0.229
H -2.500379 3.639586 0.687865 -1.3 -0.8 -2.2 0.192
H -2.617845 3.879333 -1.255730 -0.8 -1.1 2.1 0.195
C 0.813043 0.533341 5.157675 -0.5 0.0 -0.5 -0.377
C 1.822405 1.113004 5.810286 1.1 -1.6 1.2 0.320
C 2.085359 2.573671 5.688060 0.7 1.1 0.4 0.462
O 3.008713 3.081294 6.314756 -0.8 -0.8 -0.5 -0.485
C 1.213270 3.359038 4.800783 0.1 0.0 0.1 -0.331
C 0.206111 2.778544 4.145573 -0.5 1.3 -0.7 0.276
C -0.073454 1.323464 4.289510 0.0 -0.8 0.3 0.486
O -1.017766 0.821922 3.688770 0.3 0.5 -0.1 -0.577
O -0.615682 3.510175 3.307975 0.5 -1.5 0.6 -0.646
O 2.661466 0.376347 6.626028 -0.9 1.8 -1.1 -0.627
H 0.609168 -0.526901 5.239173 0.0 0.1 0.0 0.248
H 1.426440 4.416170 4.707149 0.0 0.0 0.0 0.257
H -1.266814 2.866045 2.953539 0.2 0.3 0.4 0.492
H 3.308778 1.021590 6.985093 -0.2 -0.3 -0.1 0.511